No. 1
Below is a molecular structure, C6H12O, with properties calculated with ωB97M-V with the def2-TZVPD basis set.

Geometry as ORCA input:
```
! RIJCOSX wB97M-V def2-TZVPD def2/J DEFGRID3
* xyz 0 1
C 0.00 -2.64 -0.82
C 0.31 -1.50 0.15
C 0.24 -0.12 -0.53
C 0.70 1.01 0.36
C 0.32 2.41 0.03
C -0.63 2.07 1.15
O -1.83 1.67 0.58
H -1.00 -2.52 -1.26
H 0.72 -2.66 -1.64
H 0.03 -3.61 -0.31
H 1.32 -1.64 0.57
H -0.39 -1.51 0.99
H -0.79 0.08 -0.85
H 0.86 -0.13 -1.44
H 1.66 0.88 0.85
H -0.16 2.54 -0.94
H 1.06 3.19 0.25
H 0.01 1.04 1.54
H -2.41 1.44 1.32
*
```

The calculation puts the energy above the lowest of the compared OMol25 structures with the same formula, charge and spin at 3.604 eV. As for the orbital gap: 8.986 eV.

***

No. 2
Below is a single C6H12O molecule at a distorted geometry, with properties calculated with ωB97M-V with the def2-TZVPD basis set.

Geometry as ORCA input:
```
! RIJCOSX wB97M-V def2-TZVPD def2/J DEFGRID3
* xyz 0 1
C 1.16 -1.90 -0.55
C 0.00 -1.02 -1.00
C 0.34 0.45 -0.92
C -0.73 1.51 -0.84
C 0.24 1.36 0.29
C -1.12 -0.14 1.70
O -0.16 1.16 1.70
H 2.06 -1.74 -1.17
H 0.90 -2.96 -0.61
H 1.43 -1.68 0.49
H -0.87 -1.19 -0.37
H -0.27 -1.26 -2.04
H 1.22 0.72 -1.53
H -0.68 2.42 -1.44
H -1.72 1.12 -0.66
H 1.04 2.08 0.38
H -1.69 0.03 2.62
H -0.36 -0.83 2.07
H -0.79 1.88 1.89
*
```

The calculation puts the energy above the lowest of the compared OMol25 structures with the same formula, charge and spin at 5.660 eV. As for the orbital gap: 7.787 eV.

***

No. 3
Below is a single C6H12O molecule, with properties calculated with ωB97M-V with the def2-TZVPD basis set.

Geometry as ORCA input:
```
! RIJCOSX wB97M-V def2-TZVPD def2/J DEFGRID3
* xyz 0 1
C -2.09 0.72 1.42
C -1.45 -0.46 0.68
C 0.01 -0.22 0.34
C 0.63 -1.17 -0.68
C 1.86 -0.38 -1.12
C 1.42 1.08 -0.92
O 0.16 1.05 -0.27
H -1.50 0.99 2.31
H -2.13 1.59 0.77
H -3.10 0.48 1.75
H -1.52 -1.37 1.28
H -2.01 -0.65 -0.25
H 0.60 -0.25 1.28
H 0.86 -2.16 -0.28
H -0.07 -1.29 -1.51
H 2.16 -0.59 -2.16
H 2.72 -0.62 -0.48
H 2.15 1.64 -0.30
H 1.29 1.62 -1.86
*
```

The calculation puts the energy above the lowest of the compared OMol25 structures with the same formula, charge and spin at 0.402 eV. Its SMILES is CC[C@H]1CCCO1. As for the orbital gap: 10.783 eV.

***

No. 4
Below is a single C6H12O molecule, with properties calculated with ωB97M-V with the def2-TZVPD basis set.

Geometry as ORCA input:
```
! RIJCOSX wB97M-V def2-TZVPD def2/J DEFGRID3
* xyz 0 1
C 0.75 0.19 -2.07
C 0.01 -0.16 -0.77
C -0.41 -1.63 -0.73
C 0.88 0.14 0.43
O 1.05 1.51 0.79
C 0.33 0.65 1.68
C -1.15 0.95 1.88
H 0.10 0.04 -2.94
H 1.08 1.24 -2.06
H 1.64 -0.44 -2.19
H -0.88 0.47 -0.71
H 0.47 -2.28 -0.82
H -1.09 -1.86 -1.55
H -0.91 -1.87 0.21
H 1.80 -0.45 0.48
H 0.88 0.41 2.59
H -1.47 1.70 1.15
H -1.33 1.33 2.89
H -1.76 0.04 1.74
*
```

The calculation puts the energy above the lowest of the compared OMol25 structures with the same formula, charge and spin at 1.125 eV. Its SMILES is CC(C)[C@H]1O[C@H]1C. As for the orbital gap: 11.168 eV.

***

No. 5
Below is a single C6H12O molecule at a distorted geometry, with properties calculated with ωB97M-V with the def2-TZVPD basis set.

Geometry as ORCA input:
```
! RIJCOSX wB97M-V def2-TZVPD def2/J DEFGRID3
* xyz 0 1
C 1.66 -0.78 0.23
C 1.13 0.56 0.59
O 1.49 1.13 1.75
C 0.37 1.34 -0.35
C -1.01 0.84 0.15
C -1.39 -0.64 0.13
C -1.56 -0.81 -1.36
H 2.60 -0.66 -0.33
H 0.96 -1.31 -0.44
H 1.86 -1.41 1.10
H 1.82 0.45 2.36
H 0.45 2.41 -0.19
H 0.54 1.07 -1.40
H -1.34 1.42 1.02
H -1.68 0.81 -0.94
H -2.37 -0.70 0.61
H -0.73 -1.32 0.71
H -2.19 -1.63 -1.71
H -0.62 -0.77 -1.93
*
```

The calculation puts the energy above the lowest of the compared OMol25 structures with the same formula, charge and spin at 5.769 eV. As for the orbital gap (spin up / spin down): 8.334 / 6.017 eV.

***

No. 6
Below is a single C6H12O molecule at a distorted geometry, with properties calculated with ωB97M-V with the def2-TZVPD basis set.

Geometry as ORCA input:
```
! RIJCOSX wB97M-V def2-TZVPD def2/J DEFGRID3
* xyz 0 1
O -1.10 2.27 1.87
C -1.52 2.04 0.77
C -1.35 0.81 -0.11
C -1.01 -0.48 0.69
C 0.57 -0.51 0.99
C 1.44 -0.22 -0.29
C 1.31 -1.23 -1.38
H -2.11 2.80 0.23
H -2.19 0.66 -0.77
H -0.68 0.86 -0.95
H -1.10 -1.29 -0.04
H -1.57 -0.62 1.60
H 0.85 -1.51 1.36
H 0.87 0.23 1.74
H 2.49 -0.28 -0.03
H 1.22 0.80 -0.67
H 0.46 -0.93 -2.04
H 2.27 -1.12 -1.92
H 1.15 -2.27 -1.07
*
```

The calculation puts the energy above the lowest of the compared OMol25 structures with the same formula, charge and spin at 1.282 eV. Its SMILES is CCCCCC=O. As for the orbital gap: 10.768 eV.

***

No. 7
Below is a single C6H12O molecule, with properties calculated with ωB97M-V with the def2-TZVPD basis set.

Geometry as ORCA input:
```
! RIJCOSX wB97M-V def2-TZVPD def2/J DEFGRID3
* xyz 0 1
C 0.62 1.50 -1.86
C 0.91 0.16 -1.18
C -0.29 -0.59 -0.65
C 0.00 -1.54 0.49
C -0.89 -0.34 0.70
C -0.49 0.70 1.71
O -0.21 0.04 2.93
H -0.06 1.40 -2.72
H 1.55 1.93 -2.24
H 0.18 2.24 -1.17
H 1.63 0.32 -0.37
H 1.40 -0.50 -1.90
H -1.03 -0.87 -1.39
H -0.45 -2.51 0.67
H 1.02 -1.48 0.86
H -1.94 -0.62 0.79
H 0.37 1.30 1.38
H -1.32 1.40 1.89
H -0.03 -0.88 2.64
*
```

The calculation puts the energy above the lowest of the compared OMol25 structures with the same formula, charge and spin at 1.387 eV. Its SMILES is CC[C@H]1C[C@H]1CO. As for the orbital gap: 11.126 eV.

***

No. 8
Below is a molecular structure, C6H12O, with properties calculated with ωB97M-V with the def2-TZVPD basis set.

Geometry as ORCA input:
```
! RIJCOSX wB97M-V def2-TZVPD def2/J DEFGRID3
* xyz 0 1
C -1.89 -0.90 -0.84
C -0.81 -0.39 0.07
O -0.40 -1.28 1.05
C 1.23 -0.29 -1.07
C 2.07 0.21 -0.12
C 0.51 1.30 1.25
C -0.61 0.95 0.39
H -1.51 -1.73 -1.45
H -2.22 -0.11 -1.53
H -2.76 -1.26 -0.28
H -0.49 -2.18 0.71
H 1.06 -1.36 -1.18
H 0.97 0.30 -1.95
H 2.51 -0.45 0.62
H 2.58 1.16 -0.26
H 0.82 2.34 1.32
H 0.77 0.63 2.07
H -0.95 1.69 -0.32
H -0.87 1.36 1.54
*
```

The calculation puts the energy above the lowest of the compared OMol25 structures with the same formula, charge and spin at 5.116 eV. As for the orbital gap: 7.903 eV.

***

No. 9
Below is a molecular structure, C6H12O, with properties calculated with ωB97M-V with the def2-TZVPD basis set.

Geometry as ORCA input:
```
! RIJCOSX wB97M-V def2-TZVPD def2/J DEFGRID3
* xyz 0 1
C -0.70 0.06 -1.90
C -0.53 0.39 -0.42
C -0.38 1.89 -0.19
C 0.66 -0.40 0.16
C 0.69 -0.50 1.67
C 0.53 -1.93 -0.02
O 0.21 -1.88 1.84
H -0.76 -1.02 -2.04
H -1.60 0.53 -2.31
H 0.16 0.44 -2.48
H -1.44 0.04 0.11
H -1.26 2.44 -0.57
H 0.50 2.27 -0.74
H -0.25 2.15 0.86
H 1.59 0.02 -0.25
H 1.70 -0.51 2.09
H 0.06 0.20 2.24
H 1.54 -2.35 0.12
H -0.76 -1.90 1.77
*
```

The calculation puts the energy above the lowest of the compared OMol25 structures with the same formula, charge and spin at 4.411 eV. As for the orbital gap: 8.561 eV.

***

No. 10
Below is 2 unconnected molecules or ions with the total composition C6H12O, with properties calculated with ωB97M-V with the def2-TZVPD basis set.

Geometry as ORCA input:
```
! RIJCOSX wB97M-V def2-TZVPD def2/J DEFGRID3
* xyz 0 1
C -2.45 -0.36 -2.13
C -1.92 -1.61 -1.48
O -2.19 -1.93 -0.34
C 0.06 -0.02 0.49
C 1.01 0.99 1.10
C 2.47 0.92 0.78
C 1.99 0.57 2.16
H -1.90 -0.14 -3.05
H -3.51 -0.52 -2.38
H -2.38 0.47 -1.43
H 0.23 -0.12 -0.59
H -1.25 -2.24 -2.10
H 0.18 -1.01 0.94
H -0.99 0.28 0.62
H 0.61 1.99 1.21
H 2.79 0.11 0.14
H 3.02 1.86 0.65
H 1.98 -0.48 2.45
H 2.23 1.24 2.97
*
```

The calculation puts the energy above the lowest of the compared OMol25 structures with the same formula, charge and spin at 1.700 eV. Its SMILES is CC1CC1.CC=O. As for the orbital gap: 10.973 eV.

***

No. 11
Below is 2 unconnected molecules or ions with the total composition C6H12O, with properties calculated with ωB97M-V with the def2-TZVPD basis set.

Geometry as ORCA input:
```
! RIJCOSX wB97M-V def2-TZVPD def2/J DEFGRID3
* xyz 0 1
C 2.77 0.71 0.21
O 1.75 0.60 1.22
C 1.33 -0.62 1.41
C -0.75 -0.30 -0.25
C -0.80 1.21 -0.29
C -1.53 -1.17 -1.18
C -1.91 -1.08 0.27
H 2.28 0.78 -0.76
H 3.39 -0.19 0.25
H 3.34 1.61 0.41
H 0.22 -0.75 -0.03
H 0.48 -0.49 2.11
H -0.04 1.62 -0.97
H -0.62 1.64 0.71
H -1.78 1.57 -0.63
H -1.03 -2.08 -1.51
H -2.16 -0.69 -1.92
H -1.72 -1.94 0.91
H -2.82 -0.53 0.52
*
```

The calculation puts the energy above the lowest of the compared OMol25 structures with the same formula, charge and spin at 4.637 eV. As for the orbital gap: 9.459 eV.

***

No. 12
Below is a single C6H12O molecule, with properties calculated with ωB97M-V with the def2-TZVPD basis set.

Geometry as ORCA input:
```
! RIJCOSX wB97M-V def2-TZVPD def2/J DEFGRID3
* xyz 0 1
C 1.69 0.85 0.66
C 0.73 -0.19 0.12
C 1.36 -1.08 -0.94
O -0.03 -0.87 1.12
C -0.74 -0.04 0.20
C -1.39 1.18 0.83
C -1.67 -0.77 -0.75
H 2.50 0.34 1.20
H 1.22 1.55 1.35
H 2.14 1.42 -0.16
H 1.39 -0.58 -1.91
H 0.82 -2.02 -1.04
H 2.40 -1.32 -0.66
H -1.70 1.90 0.06
H -2.29 0.87 1.36
H -0.74 1.69 1.54
H -2.56 -1.09 -0.20
H -1.21 -1.65 -1.19
H -1.99 -0.10 -1.56
*
```

The calculation puts the energy above the lowest of the compared OMol25 structures with the same formula, charge and spin at 0.861 eV. Its SMILES is CC1(C)OC1(C)C. As for the orbital gap: 10.940 eV.

***

No. 13
Below is a single C6H12O molecule, with properties calculated with ωB97M-V with the def2-TZVPD basis set.

Geometry as ORCA input:
```
! RIJCOSX wB97M-V def2-TZVPD def2/J DEFGRID3
* xyz 0 1
C -0.21 0.45 2.23
C -0.80 0.91 0.90
C -0.89 -0.20 -0.13
C -0.90 0.09 -1.61
C 0.25 -0.65 -1.01
C 1.64 -0.05 -0.95
O 0.25 -2.02 -1.33
H -0.21 1.26 2.97
H 0.83 0.11 2.11
H -0.78 -0.39 2.65
H -0.21 1.75 0.50
H -1.81 1.30 1.06
H -1.53 -1.03 0.17
H -0.73 1.12 -1.91
H -1.58 -0.46 -2.25
H 2.23 -0.44 -1.79
H 2.16 -0.32 -0.02
H 1.62 1.04 -1.02
H 0.64 -2.49 -0.58
*
```

The calculation puts the energy above the lowest of the compared OMol25 structures with the same formula, charge and spin at 1.014 eV. Its SMILES is CC[C@H]1C[C@]1(C)O. As for the orbital gap: 10.469 eV.